Entry from the OMol25 dataset: C4H5NO in the gas phase (ωB97M-V/def2-TZVPD).

```
! RIJCOSX wB97M-V def2-TZVPD def2/J DEFGRID3
* xyz 0 1
O -1.32254 -0.22717 -1.75367
C -0.71444 0.18697 -0.57488
C 0.79008 0.28679 -0.51557
C 1.13641 0.06310 0.75813
C -0.10512 -0.31038 1.46131
N -1.13630 -0.40220 0.70258
H -0.89383 -1.02165 -2.09146
H -1.11518 1.19137 -0.38395
H 1.42704 0.55489 -1.35186
H 2.11839 0.13250 1.21229
H -0.18451 -0.45421 2.53708
*
```

Calculated values
- SMILES string = O[C@@H]1C=CC=N1
- electronic energy (a.u.) = -285.36567
- ΔE to the lowest compared entry with this formula, charge and spin (eV) = 1.331
- E_LUMO (eV) = 0.36

Here are the natural (NBO) charges for atoms 1 to 2, given in e: -0.6824, 0.1573